# 1
The following is a DFT calculation (ωB97M-V with the def2-TZVPD basis set) of one molecule with the formula C3H7N3O2.

## Properties
**Energy relative to the best compared isomer or geometry (same formula, charge and spin)**: 122.6 kcal per mole
**Gap between HOMO and LUMO**: 9.45 eV
**E_HOMO**: -8.6 eV

Atoms and positions in Å:
O  1.2561  0.7367  1.8430
O  -1.0762  -0.4340  1.9709
N  -0.3687  -0.4796  0.7226
N  -0.5783  -1.4379  -0.2045
N  1.7738  -0.5709  0.0064
C  -1.1439  -0.1751  -0.4599
C  1.0141  -0.0090  0.9298
C  -0.6256  0.8273  -1.4656
H  -1.2214  0.7424  -2.3700
H  1.2300  -1.2794  -0.5278
H  2.7748  -0.4909  0.0105
H  0.4157  0.6529  -1.7197
H  -0.7338  1.8396  -1.0726
H  -2.2026  -0.0311  -0.2191
H  -0.5140  0.1092  2.5560

# 2
The following is a DFT calculation (ωB97M-V with the def2-TZVPD basis set) of C13H26NO4P2Tl as an isolated structure.

## Properties
**Charge**: +2
**Gap between HOMO and LUMO (spin up / spin down)**: 4.39 / 6.04 eV
**E_HOMO (spin up / spin down)**: -14.9 / -15.2 eV

Atoms and positions in Å:
Tl  -0.0469  -0.4208  1.0523
P  2.4645  -0.5546  0.4585
P  -2.4455  0.3109  0.3728
O  -0.2676  -4.1905  -0.9384
O  -2.0350  -2.3418  -3.3724
O  -0.0267  1.6765  2.0512
O  -0.1616  2.8433  4.0120
N  0.2445  0.8892  -1.0232
C  2.6814  0.9386  -0.5923
C  -2.1807  0.7337  -1.3199
C  -3.1029  1.7518  1.2709
C  -0.0300  1.7983  3.3695
C  1.6289  2.0084  -2.6354
C  -3.4867  -1.1716  0.6205
C  3.6776  -0.5153  1.8205
C  1.4566  1.2701  -1.4551
C  0.1456  0.4854  4.1238
C  -0.8887  1.1588  -1.7781
C  -0.7504  1.8831  -3.0021
C  0.5009  2.3147  -3.4022
C  2.8308  -1.9890  -0.6180
H  -1.6711  2.1037  -3.5547
H  0.6110  2.8869  -4.3185
H  3.8801  -1.8707  -0.9500
H  3.5745  -1.4466  2.4201
H  -0.3197  -2.0560  1.3760
H  2.6859  -2.9290  -0.0440
H  -3.0647  0.9141  -1.9528
H  -4.4414  -0.9609  0.1114
H  -2.9849  -2.0536  0.1796
H  -3.1832  1.5317  2.3502
H  -0.6808  -0.2299  3.9586
H  -3.6364  -1.3377  1.7049
H  3.4468  0.3608  2.4659
H  4.6841  -0.4351  1.3594
H  -2.6741  -2.5662  -4.0762
H  2.8779  1.7551  0.1359
H  1.0754  -0.0417  3.8477
H  3.5825  0.7296  -1.1989
H  2.1327  -1.9856  -1.4811
H  -2.3896  2.5859  1.1455
H  2.6411  2.3163  -2.9105
H  0.5064  -3.6352  -0.7402
H  -2.2718  -1.4241  -3.1411
H  -0.6905  -3.7723  -1.7133
H  0.1859  0.7001  5.1930
H  -4.0841  1.9810  0.8182

# 3
The following is a DFT calculation (ωB97M-V with the def2-TZVPD basis set) of C34H37MoN7O5S2 as an isolated structure.

## Properties
**Energy relative to the best compared isomer or geometry (same formula, charge and spin)**: 8.6 kcal per mole
**Expectation value of S²**: 2.018
**Multiplicity**: 3
**Charge**: +2
**Gap between HOMO and LUMO (spin up / spin down)**: 6.78 / 7.10 eV
**E_HOMO (spin up / spin down)**: -12.6 / -12.7 eV

Atoms and positions in Å:
Mo  0.5508  0.4167  -0.2483
S  -3.2107  3.2456  -0.9812
S  -0.3580  2.6003  -0.7278
O  1.0457  -1.4102  -0.3222
O  1.2770  0.5550  -2.1697
O  -0.3314  0.2931  3.7484
O  0.0187  0.5695  1.5798
O  1.7007  -1.3492  -3.2848
N  3.0943  -0.4053  -5.0842
N  2.5854  -3.3657  4.4951
N  -0.5337  2.7749  4.3870
N  2.5576  1.0547  0.3073
N  -2.3555  0.7654  -0.9727
N  -1.3460  -0.2081  -0.8812
N  3.3257  -1.7362  2.9257
C  -0.7863  -5.0319  -1.0405
C  5.6463  -1.7342  2.0904
C  5.1696  1.7296  0.9071
C  -2.8287  2.8534  3.9033
C  -5.0027  1.6095  -2.4533
C  -4.4081  0.8848  -4.6755
C  1.1021  -3.7427  -0.3191
C  -4.0774  1.5236  -3.4848
C  -0.2509  0.9969  2.7642
C  -5.6640  0.3230  -4.8470
C  -3.0972  -1.5921  -1.8635
C  4.5472  -2.2812  2.9193
C  -1.4811  -3.8675  -1.2758
C  2.7369  0.6119  -4.0545
C  2.9478  2.3461  0.3145
C  -6.5950  0.4047  -3.8188
C  5.7585  -0.6441  1.3253
C  4.2428  2.7149  0.5858
C  3.8058  -3.8963  4.4957
C  -2.1070  2.7163  2.5524
C  -0.6186  2.4799  2.9074
C  3.4651  0.1102  0.6022
C  4.8301  -3.3841  3.7170
C  -4.7259  2.2645  -1.1151
C  1.8255  -0.1399  -3.0680
C  -6.2649  1.0451  -2.6345
C  -0.9172  -2.6009  -1.0397
C  -1.7826  3.5011  4.7948
C  2.4143  -2.3071  3.7089
C  0.4025  -2.5700  -0.5619
C  4.7775  0.3988  0.9540
C  -2.0100  1.9921  -0.8840
C  0.5163  -4.9678  -0.5533
C  -1.7413  -1.4074  -1.2436
H  -2.5021  1.8976  1.9556
H  -3.6793  0.8382  -5.4766
H  -3.0936  1.9651  -3.3794
H  1.4231  -1.8665  3.7057
H  3.1250  -0.9095  0.5386
H  -2.2068  3.6232  1.9596
H  -1.9460  3.3852  5.8630
H  -3.1147  1.8784  4.2991
H  2.6904  -0.2196  -5.9960
H  -3.7729  -2.0566  -1.1409
H  -1.6575  4.5562  4.5601
H  -3.7221  3.4671  3.8269
H  -7.5823  -0.0226  -3.9415
H  5.8196  -3.8258  3.7304
H  3.6241  0.9559  -3.5293
H  -5.5187  2.9694  -0.8652
H  0.3194  3.2505  4.6657
H  6.5550  -2.3200  2.1873
H  -5.9216  -0.1655  -5.7790
H  0.0554  3.1099  2.3383
H  4.5218  3.7595  0.5506
H  -0.5145  1.8153  4.7801
H  2.2262  1.4676  -4.4828
H  -3.5255  -0.6513  -2.1764
H  -2.4978  -3.9418  -1.6329
H  3.9607  -4.7584  5.1360
H  -1.2566  -5.9870  -1.2323
H  2.6172  -1.2601  -4.6132
H  2.1927  3.0865  0.0855
H  2.1138  -3.6655  0.0618
H  -6.9998  1.1113  -1.8364
H  1.0717  -5.8766  -0.3575
H  -4.6760  1.5164  -0.3251
H  4.0916  -0.5518  -5.1955
H  6.7520  -0.4602  0.9251
H  6.1951  1.9994  1.1345
H  -3.0173  -2.2534  -2.7244

# 4
The following is a DFT calculation (ωB97M-V with the def2-TZVPD basis set) of C56H48Cl3GeMgN2O3PS as an isolated structure.

## Properties
**Energy relative to the best compared isomer or geometry (same formula, charge and spin)**: 125.1 kcal per mole
**Charge**: -2
**Gap between HOMO and LUMO**: 3.05 eV
**E_HOMO**: 0.0 eV

Atoms and positions in Å:
Ge  0.6296  5.0496  21.1403
Cl  5.1260  -1.4078  28.2778
Cl  4.1642  2.9069  31.3260
Cl  -2.6644  -0.5559  23.6766
S  -3.2105  1.1508  25.9652
P  0.3628  7.9708  25.8641
Mg  3.3926  5.8589  24.7649
O  4.9673  6.5213  25.4076
O  1.3313  0.3287  25.7566
O  3.4429  6.8994  23.0210
N  3.9885  1.3259  24.8700
N  3.8330  3.6531  24.8620
C  1.0099  8.9184  24.4237
C  -0.9478  -0.0401  25.8951
C  0.4037  7.4188  18.0672
C  2.7732  -0.2443  26.2291
C  -1.3589  8.0944  25.7600
C  2.7933  2.3476  29.0593
C  4.5452  7.2121  22.4452
C  1.1356  8.8628  19.9720
C  3.1196  0.4082  27.7038
C  3.2788  4.1537  21.7916
C  -2.2587  1.9395  20.7871
C  3.0746  9.9049  23.4452
C  4.7408  7.4032  21.1216
C  3.6551  0.0095  25.1672
C  5.3182  4.4920  20.4917
C  7.2364  7.9034  21.3406
C  6.2519  8.4379  25.4025
C  2.3092  10.8323  22.7111
C  2.4725  1.5020  27.9925
C  0.1325  6.6871  20.3288
C  0.9810  8.6075  18.6123
C  3.6924  1.9300  30.0016
C  5.7676  7.3944  23.2981
C  -0.5317  3.5217  20.4385
C  -2.1189  1.3745  27.2859
C  0.4337  -0.6814  25.5267
C  0.7122  7.8217  20.8730
C  -0.0284  3.3457  23.7162
C  6.0744  7.7695  20.4266
C  4.4556  0.6765  29.6379
C  3.1769  4.8442  19.5025
C  -0.9825  0.6786  27.1241
C  0.8566  6.2375  25.3187
C  0.4471  3.8532  26.0499
C  -0.0571  6.4670  18.9514
C  6.9736  7.7338  22.7284
C  0.8323  5.8358  24.0477
C  0.0190  2.7536  19.4901
C  4.4950  4.7567  19.3017
C  3.2029  2.3524  24.6403
C  2.5566  4.5914  20.6908
C  0.3269  5.3049  26.3359
C  5.7099  7.3785  24.7279
C  0.8073  4.4094  23.1863
C  0.1816  9.8682  23.5851
C  -0.5048  1.4649  19.0493
C  4.0054  0.0002  28.5317
C  0.9104  10.6846  22.7505
C  -0.1167  3.0426  25.0996
C  5.1998  1.8900  25.6937
C  4.6948  4.0698  21.7013
C  -1.8519  3.2465  20.8848
C  -2.0440  0.0664  25.2126
C  -1.6457  1.0579  19.8346
C  5.0296  3.3192  25.5202
C  2.3365  9.1159  24.4187
H  1.6017  9.3479  18.1170
H  0.4817  -1.6594  26.1321
H  2.3600  3.3332  29.2404
H  2.8480  8.6042  25.2889
H  2.0446  2.4738  24.1341
H  2.7777  3.8522  22.6771
H  1.8035  9.7001  20.1994
H  -2.1754  8.6440  26.2815
H  6.5987  4.5419  20.3592
H  1.0436  2.9064  19.1392
H  3.1405  -0.1868  24.2681
H  4.4758  -0.6639  25.0835
H  2.6790  11.4139  22.1217
H  0.1341  11.1461  22.0982
H  6.1155  8.2957  26.5366
H  -6.5527  -0.8408  24.3192
H  2.5696  5.0068  18.4533
H  1.5117  2.3094  27.3115
H  -3.0842  1.6425  21.1915
H  0.8004  3.3127  27.1828
H  4.0925  9.3342  23.4021
H  6.0118  1.1918  25.6871
H  -0.5692  5.4523  18.5888
H  -2.4875  2.1291  28.3306
H  -0.9662  2.1792  25.7171
H  -2.0922  0.0657  19.8913
H  3.8452  7.6764  20.4399
H  5.1402  5.1091  18.4774
H  -1.1745  9.0496  25.4998
H  6.2656  7.9517  19.2873
H  1.2988  6.4902  23.4238
H  -0.1953  0.7566  28.0754
H  -1.5369  7.4455  25.0073
H  7.7683  7.9089  23.3625
H  8.2771  8.0214  20.9287
H  -2.4754  3.5812  21.7415
H  2.6647  -1.5970  26.4949
H  -0.0860  2.9286  22.8123
H  0.8697  5.3250  27.1302
H  0.0301  0.7032  18.5933
H  5.5213  3.9817  25.8579
H  0.4116  7.3004  17.1730
H  0.1682  -1.0369  24.4153
H  -0.7441  10.1995  24.0840
H  5.3856  0.5484  30.4601
H  1.0550  8.0439  21.8630
H  5.2445  3.7994  22.4727
H  6.7878  9.1710  24.7832

Max |F| (eV/Å)
1.88, 2.83, 1.06, 14.62
Total energy (eV)
-11785.9962, -46835.1804, -80042.6053, -187595.3745